Entry 1:
The following is a DFT calculation (the ωB97M-V functional and the def2-TZVPD basis) of a cluster of 7 separate species, CH16NO6 in total at a distorted geometry.

Values from the calculation:
HOMO energy (alpha / beta): -3.9 / -9.3 eV
multiplicity: 2
LUMO (alpha / beta): 0.396 / 0.387 eV
expectation value of S²: 0.753

Positions of all 24 atoms, in Å:
C  -1.160  2.179  0.067
N  -0.101  1.473  0.162
H  -1.871  2.084  0.763
H  -1.309  2.924  -0.680
H  0.645  1.419  -0.546
H  0.044  0.840  0.890
H  -2.408  -0.023  2.160
H  -2.027  -0.268  0.699
O  -1.864  -0.574  1.584
H  1.334  -0.528  -1.719
H  0.620  -1.498  -2.730
O  0.462  -1.034  -1.945
H  1.948  -0.092  2.398
H  1.253  -1.022  1.387
O  1.707  -0.092  1.491
H  -2.311  0.169  -2.108
H  -0.908  -0.094  -1.579
O  -1.738  0.457  -1.308
H  -0.677  -2.195  0.432
H  -0.265  -2.689  1.813
O  0.101  -2.332  0.995
H  2.278  0.383  -0.124
H  3.275  0.522  -1.281
O  2.338  0.659  -0.980

=====

Entry 2:
The following is a DFT calculation (the ωB97M-V functional and the def2-TZVPD basis) of a cluster of 2 separate species, CCl3O2S2 in total at a distorted geometry.

Values from the calculation:
HOMO energy (alpha / beta): -4.1 / -4.4 eV
total charge: -1
LUMO (alpha / beta): 2.338 / 2.475 eV

Positions of all 8 atoms, in Å:
C  0.782  1.043  -0.369
O  -1.884  -0.368  1.296
O  0.072  -1.858  1.420
S  -1.423  -1.977  -1.062
S  -0.854  -1.112  0.595
Cl  2.416  0.410  -0.508
Cl  0.121  1.362  -1.976
Cl  0.769  2.501  0.604

=====

Entry 3:
The following is a DFT calculation (the ωB97M-V functional and the def2-TZVPD basis) of a cluster of 2 separate species, C3H4N2OS in total at a distorted geometry.

Values from the calculation:
HOMO energy: -8.5 eV
structure (SMILES): CC#[N+][S-].N=C=O
LUMO: 0.491 eV

Positions of all 11 atoms, in Å:
C  -0.835  -0.674  -0.222
C  0.587  -0.570  -0.147
N  1.740  -0.738  -0.103
S  3.283  -0.958  0.025
H  -1.423  0.163  -0.375
H  -1.369  -0.896  0.783
H  -1.080  -1.434  -0.880
N  2.447  1.990  0.260
C  1.292  2.062  0.053
O  0.228  2.289  -0.273
H  3.256  1.519  0.595

=====

Entry 4:
The following is a DFT calculation (the ωB97M-V functional and the def2-TZVPD basis) of a structure of composition C13H23ClIOP2W at a distorted geometry.

Values from the calculation:
HOMO energy (alpha / beta): -18.1 / -18.1 eV
multiplicity: 3
total charge: +3
LUMO (alpha / beta): -13.095 / -13.152 eV
expectation value of S²: 2.019

Positions of all 42 atoms, in Å:
C  0.733  3.021  -3.306
I  -0.938  1.981  -2.320
H  1.611  3.007  -2.661
H  0.405  4.056  -3.453
H  0.905  2.519  -4.259
W  0.496  0.301  -0.966
P  1.167  -1.599  -2.175
C  -0.069  -2.426  -3.200
C  2.514  -1.177  -3.329
H  2.644  -2.508  -0.455
H  2.366  -3.668  -1.782
H  1.115  -3.403  -0.527
C  1.890  -2.921  -1.134
H  3.404  -0.862  -2.777
H  2.736  -2.047  -3.962
H  0.427  -3.223  -3.779
H  -0.526  -1.701  -3.885
H  2.214  -0.347  -3.974
H  -0.867  -2.847  -2.573
C  -1.361  -0.695  -0.705
O  -2.264  -1.388  -0.405
Cl  2.667  1.126  -0.781
C  1.037  2.026  2.138
P  -0.014  0.874  1.221
C  0.773  -0.771  1.324
C  -1.461  0.719  2.314
C  -2.720  1.111  1.838
C  -3.773  1.238  2.744
C  -3.569  0.994  4.108
C  -2.336  0.506  4.557
C  -1.278  0.359  3.656
H  1.894  2.313  1.515
H  1.365  1.560  3.080
H  0.432  2.916  2.368
H  1.689  -0.719  1.931
H  0.060  -1.495  1.741
H  1.086  -1.146  0.303
H  -2.849  1.342  0.777
H  -4.748  1.547  2.375
H  -4.373  1.168  4.822
H  -2.190  0.244  5.604
H  -0.296  0.015  3.993

=====

Entry 5:
The following is a DFT calculation (the ωB97M-V functional and the def2-TZVPD basis) of a structure of composition C5H10N2O at a distorted geometry.

Values from the calculation:
HOMO energy: -7.5 eV
LUMO: 0.717 eV

Positions of all 18 atoms, in Å:
C  1.038  2.010  -1.494
C  -0.421  -2.100  1.206
N  1.033  0.860  -0.621
C  -0.623  -0.919  0.293
C  -1.274  0.236  0.685
C  0.666  -0.418  -1.101
O  -1.550  0.623  1.949
N  -0.461  -1.093  -1.089
H  -1.307  -0.082  2.569
H  1.187  0.982  0.372
H  -1.699  0.931  -0.030
H  1.369  -0.723  -1.899
H  2.039  2.187  -1.903
H  0.739  2.902  -0.936
H  0.350  1.855  -2.330
H  -0.308  -3.022  0.629
H  -1.262  -2.252  1.887
H  0.483  -1.977  1.813

=====

Entry 6:
The following is a DFT calculation (the ωB97M-V functional and the def2-TZVPD basis) of a structure of composition C33H34BaCl6GeO3S at a distorted geometry.

Values from the calculation:
HOMO energy: -0.3 eV
total charge: -2
LUMO: 3.384 eV

Positions of all 79 atoms, in Å:
Ba  1.018  0.174  0.835
Cl  -1.553  1.485  3.308
C  -1.563  -0.190  3.923
C  -0.788  -1.062  3.279
C  -0.593  -2.332  3.759
Cl  0.442  -3.497  2.924
C  -1.296  -2.727  4.917
Cl  -0.783  -4.106  5.700
C  -2.256  -1.868  5.499
Cl  -3.343  -2.514  6.726
C  -2.344  -0.539  5.078
Cl  -3.220  0.611  5.966
C  4.427  -0.444  2.230
Ge  4.168  1.365  2.885
C  5.766  2.137  1.869
C  4.987  1.411  4.680
C  2.669  2.403  2.338
H  5.243  -0.810  2.893
H  4.802  -0.359  1.204
H  3.682  -1.242  2.351
H  5.820  1.635  0.856
H  6.743  2.028  2.389
H  5.525  3.176  1.675
H  5.954  0.878  4.882
H  4.262  0.974  5.363
H  5.030  2.454  5.060
H  2.771  3.094  1.499
H  1.831  2.697  2.987
Cl  2.805  -0.832  -2.328
C  3.535  -2.165  -1.537
C  4.735  -2.752  -1.944
C  5.312  -3.825  -1.189
C  4.684  -4.262  -0.027
C  3.470  -3.743  0.401
C  2.809  -2.829  -0.496
C  1.445  -2.618  -0.286
H  5.288  -2.268  -2.756
H  6.304  -4.275  -1.460
H  5.195  -5.048  0.600
H  2.873  -4.016  1.285
H  0.913  -3.058  0.532
H  0.869  -2.112  -1.035
O  -1.186  0.513  -0.461
S  -1.763  -0.043  -1.842
C  -3.099  -1.195  -1.479
C  -4.178  -0.655  -0.528
C  -3.791  -0.224  0.743
C  -4.765  -0.015  1.768
C  -6.096  -0.049  1.437
C  -6.497  -0.221  0.099
C  -5.539  -0.590  -0.834
C  -2.695  1.469  -2.468
C  -3.217  1.352  -3.881
C  -4.601  1.224  -4.128
C  -5.071  1.105  -5.458
C  -4.165  1.080  -6.539
C  -2.790  1.169  -6.277
C  -2.336  1.363  -4.949
H  -2.543  -2.096  -1.008
H  -3.509  -1.433  -2.495
H  -2.719  -0.173  1.032
H  -4.515  0.283  2.790
H  -6.826  0.028  2.208
H  -7.571  -0.086  -0.168
H  -5.814  -0.953  -1.810
H  -1.949  2.281  -2.428
H  -3.512  1.709  -1.766
H  -5.305  1.288  -3.286
H  -6.158  1.088  -5.571
H  -4.556  1.024  -7.561
H  -2.171  1.036  -7.185
H  -1.277  1.500  -4.746
C  1.763  4.436  -3.596
O  1.922  3.212  -2.766
C  1.824  3.197  -1.501
O  1.759  2.203  -0.781
H  2.454  4.277  -4.423
H  2.097  5.315  -3.090
H  0.758  4.551  -3.885

=====

Entry 7:
The following is a DFT calculation (the ωB97M-V functional and the def2-TZVPD basis) of the ion C5H13N2OS with charge +1 at a distorted geometry.

Values from the calculation:
HOMO energy: -13.2 eV
structure (SMILES): CO[C@H]1NS[C@@H](C)[N@@H+]1C
total charge: +1
LUMO: -2.728 eV

Positions of all 22 atoms, in Å:
C  2.822  -1.297  -0.454
O  1.692  -0.429  -0.161
C  0.396  -0.595  -0.620
N  -0.353  -1.733  -0.031
S  -2.008  -1.416  -0.303
C  -1.719  0.351  0.224
C  -1.818  0.390  1.720
N  -0.281  0.620  -0.041
C  -0.097  1.822  -0.953
H  3.335  -1.075  -1.426
H  2.562  -2.357  -0.534
H  3.526  -1.118  0.248
H  0.200  -0.714  -1.694
H  -0.125  -2.010  0.899
H  -2.309  1.021  -0.315
H  -1.868  -0.661  2.083
H  -2.753  0.845  1.916
H  -1.189  1.098  2.125
H  0.084  0.941  0.808
H  -0.284  2.684  -0.352
H  0.946  1.845  -1.194
H  -0.762  1.787  -1.944

=====

Entry 8:
The following is a DFT calculation (the ωB97M-V functional and the def2-TZVPD basis) of a structure of composition C32H33N3O2P2Se4Tl.

Values from the calculation:
HOMO energy: -5.0 eV
total charge: -1
LUMO: 2.330 eV

Positions of all 77 atoms, in Å:
Tl  2.133  -3.327  -0.425
Se  3.048  2.890  -1.662
P  1.948  2.671  0.130
C  2.794  3.338  1.595
C  3.332  4.620  1.483
C  3.938  5.222  2.571
C  4.019  4.544  3.783
C  3.493  3.268  3.897
C  2.879  2.662  2.805
C  0.428  3.680  0.086
C  -0.077  4.269  1.244
C  -1.138  5.157  1.169
C  -1.719  5.447  -0.057
C  -1.231  4.852  -1.211
C  -0.149  3.988  -1.142
C  1.621  0.941  0.522
C  0.598  -0.006  0.395
N  1.164  -1.203  0.624
N  2.450  -1.009  0.886
N  2.756  0.263  0.823
P  -1.186  -0.008  0.127
Se  -2.179  -1.794  0.609
C  -1.428  0.478  -1.602
C  -0.346  0.716  -2.441
C  -0.554  1.017  -3.781
C  -1.842  1.083  -4.287
C  -2.927  0.819  -3.458
C  -2.721  0.500  -2.128
C  -1.799  1.302  1.233
C  -2.911  2.073  0.916
C  -3.503  2.875  1.881
C  -2.986  2.918  3.167
C  -1.864  2.164  3.484
C  -1.275  1.358  2.524
H  3.281  5.137  0.531
H  4.354  6.216  2.475
H  4.499  5.011  4.635
H  3.562  2.732  4.834
H  2.484  1.660  2.894
H  0.368  4.053  2.206
H  -1.514  5.619  2.073
H  -2.550  6.140  -0.113
H  -1.675  5.076  -2.173
H  0.283  3.582  -2.045
H  0.668  0.665  -2.064
H  0.300  1.197  -4.421
H  -2.002  1.316  -5.332
H  -3.933  0.836  -3.858
H  -3.557  0.222  -1.498
H  -3.324  2.049  -0.084
H  -4.371  3.470  1.624
H  -3.453  3.541  3.920
H  -1.451  2.195  4.485
H  -0.421  0.745  2.783
O  -2.867  -6.666  -0.779
C  -1.582  -6.743  -0.146
C  -0.500  -6.107  -1.026
C  -0.378  -6.866  -2.353
O  -1.518  -6.786  -3.193
C  -0.857  -4.638  -1.232
Se  0.374  -3.596  -2.353
C  0.835  -6.337  -0.278
Se  1.258  -5.129  1.226
H  -3.538  -6.926  -0.146
H  -1.326  -7.794  0.035
H  -1.605  -6.215  0.813
H  -0.144  -7.919  -2.127
H  0.455  -6.444  -2.917
H  -2.296  -6.875  -2.629
H  -0.893  -4.138  -0.264
H  -1.841  -4.557  -1.687
H  1.663  -6.339  -0.987
H  0.825  -7.329  0.178
C  4.169  -3.002  -1.105
H  4.745  -2.557  -0.299
H  4.113  -2.318  -1.949
H  4.596  -3.952  -1.418

=====

Entry 9:
The following is a DFT calculation (the ωB97M-V functional and the def2-TZVPD basis) of a cluster of 3 separate species, CHClO3S in total at a distorted geometry.

Values from the calculation:
HOMO energy: -11.2 eV
LUMO: -1.948 eV

Positions of all 7 atoms, in Å:
C  -0.568  0.276  -2.652
O  -1.620  0.506  -2.370
O  0.158  -0.523  0.543
O  1.166  1.009  -1.088
S  1.320  0.036  -0.055
Cl  -0.256  -0.828  3.471
H  -0.200  -0.476  2.149

=====

Entry 10:
The following is a DFT calculation (the ωB97M-V functional and the def2-TZVPD basis) of a structure of composition C4H6O2.

Values from the calculation:
HOMO energy: -9.5 eV
LUMO: 0.396 eV

Positions of all 12 atoms, in Å:
O  -1.917  -0.200  -1.410
C  -1.047  -0.205  -0.408
C  -0.249  0.979  0.078
C  0.295  -0.090  1.072
O  1.113  -0.043  1.956
C  -0.567  -1.119  0.469
H  -2.290  -1.087  -1.520
H  2.997  0.531  -0.729
H  -0.826  1.792  0.529
H  0.488  1.381  -0.624
H  2.826  0.241  -0.066
H  -0.737  -2.174  0.650